Record 1
C2H4O2 in the gas phase in a non-equilibrium geometry, computed with ωB97M-V with the def2-TZVPD basis set.

Computed properties:
Net charge: 0
⟨S²⟩: 2.01
HOMO level (alpha / beta): -5.47 / -11.20 eV
E_tot: -6227.7169 eV
2S+1: 3
Energy relative to the best compared isomer or geometry (same formula, charge and spin): 23.76 kcal per mole

Each line ends with the Mulliken spin population.
Cartesian coordinates (Å):
C 1.20303 -0.47032 -0.02840  0.756
C -0.98483 0.33556 -0.01851  0.004
O 1.64979 0.58497 0.28263  0.961
O -0.10063 -0.75089 -0.38182  0.171
H 1.81277 -1.40886 -0.21640  0.101
H -1.95952 -0.12681 0.17013  0.005
H -1.03771 1.24321 -0.70180  0.006
H -0.58290 0.59314 0.89416  -0.004

=====

Record 2
A molecular structure, C69H44Cl3N12O3PbS, computed with ωB97M-V with the def2-TZVPD basis set.

Computed properties:
Net charge: -1
HOMO level (alpha / beta): -3.67 / -3.65 eV
E_tot: -149940.5548 eV
Energy relative to the best compared isomer or geometry (same formula, charge and spin): 15.50 kcal per mole

Each line ends with the Löwdin charge.
Cartesian coordinates (Å):
Pb -1.13047 0.64328 0.89725  1.490
C 2.28810 -2.69167 5.51026  -0.090
C 2.76982 -1.42215 5.82469  -0.085
C 2.11128 -0.27599 5.38552  -0.010
C 0.97400 -0.44520 4.62315  -0.100
C 0.09137 0.54030 3.92739  -0.310
N -0.81896 -0.14635 3.19247  0.032
C -0.70886 -1.49600 3.46152  -0.316
N -1.54429 -2.40695 3.12749  0.200
C -2.66442 -2.00571 2.42709  -0.287
C -3.95175 -1.72561 3.03752  -0.107
C -4.47563 -1.94768 4.30454  -0.019
C -5.77440 -1.53843 4.55185  -0.094
C -6.53697 -0.90921 3.55581  -0.091
C -6.02126 -0.68162 2.29314  -0.011
C -4.71725 -1.09786 2.03884  -0.108
C -3.86728 -1.08814 0.88543  -0.250
N -4.07802 -0.41188 -0.31883  0.046
C -4.18191 1.03204 -0.26115  -0.256
N -3.53040 1.65274 0.70652  0.063
C -3.52517 2.98663 0.43092  -0.319
N -2.82999 3.94206 1.10645  0.211
C -1.93727 3.73450 2.00417  -0.290
N -1.43437 2.49959 2.47695  0.066
C -0.50973 2.72647 3.37831  -0.288
N 0.26043 1.82078 4.05639  0.186
C -0.32427 4.17100 3.57303  -0.108
C 0.55926 4.89491 4.35840  -0.021
C 0.53227 6.27707 4.25441  -0.097
C -0.35734 6.91139 3.37895  -0.092
C -1.23852 6.18289 2.59460  -0.018
C -1.20926 4.80042 2.70102  -0.105
C -4.21787 3.20406 -0.79356  -0.120
C -4.42898 4.34222 -1.59223  -0.044
C -5.03922 4.18855 -2.81207  -0.110
C -5.45420 2.91419 -3.27411  -0.112
C -5.25645 1.78771 -2.51661  -0.039
C -4.62686 1.92516 -1.26595  -0.113
N -2.66849 -1.67726 1.13085  0.115
C 0.49429 -1.70836 4.31226  -0.110
C 1.13135 -2.85075 4.75025  -0.020
H 2.82495 -3.56532 5.85868  0.096
H 3.67277 -1.32831 6.41499  0.096
H 2.47403 0.71708 5.61440  0.112
H -3.88090 -2.42725 5.07131  0.109
H -6.21087 -1.69896 5.52904  0.093
H -7.54594 -0.59227 3.78550  0.095
H -6.60191 -0.17905 1.53047  0.113
H 1.24687 4.38822 5.02205  0.106
H 1.21343 6.87544 4.84633  0.091
H -0.34861 7.99194 3.30840  0.093
H -1.92116 6.66606 1.90817  0.110
H -4.10275 5.31494 -1.24553  0.103
H -5.19868 5.05405 -3.44389  0.087
H -5.92188 2.83074 -4.24687  0.088
H -5.55972 0.81413 -2.88301  0.104
H 0.74812 -3.83060 4.49746  0.112
O 1.18895 1.64172 0.97697  -0.266
N 1.41238 2.77193 0.44819  -0.028
N 0.52277 3.16229 -0.38245  -0.248
O -0.52158 2.47093 -0.73232  -0.252
C 0.65008 4.49444 -0.89935  -0.165
C 1.81636 5.23151 -0.73879  -0.026
C 1.87064 6.51769 -1.24861  -0.096
C 0.77568 7.06812 -1.90575  -0.108
C -0.38396 6.32059 -2.04406  -0.082
C -0.45420 5.02904 -1.54133  -0.009
H 2.65675 4.80022 -0.21533  0.099
H 2.77742 7.09653 -1.12846  0.096
H 0.82697 8.07534 -2.29814  0.093
H -1.24882 6.74271 -2.54010  0.099
H -1.35286 4.43179 -1.61049  0.101
Cl 5.52166 2.74090 1.84818  0.675
C 5.27145 1.10034 1.34339  -0.655
C 4.61822 0.82375 0.15410  -0.078
C 4.43483 -0.49764 -0.22326  -0.003
C 4.88964 -1.54959 0.56483  -0.194
C 4.59229 -2.99152 0.20534  -0.304
C 3.40713 -3.54766 1.00135  -0.064
N 2.13469 -2.99116 0.60124  -0.051
C 1.32847 -3.47080 -0.41060  -0.052
C 0.36051 -2.53727 -0.59443  -0.113
N 0.58394 -1.46458 0.23275  0.007
C 1.65148 -1.76253 0.92602  -0.165
O 4.27083 -3.13040 -1.16326  -0.115
C 5.39267 -3.39140 -1.99070  -0.156
C 5.82536 -4.82564 -1.89160  -0.320
C 5.09062 -5.86714 -2.37186  -0.978
Cl 3.58978 -5.75307 -3.18921  0.680
S 5.79981 -7.39130 -2.04689  0.997
C 7.11999 -6.65011 -1.24901  -0.416
C 7.00401 -5.29586 -1.23883  -0.147
C 5.54168 -1.22549 1.74853  -0.573
Cl 6.16593 -2.49244 2.78336  0.703
C 5.73983 0.08099 2.15171  -0.132
H 4.23643 1.63086 -0.45306  0.109
H 3.89508 -0.72883 -1.13153  0.133
H 5.46422 -3.60636 0.45611  0.120
H 3.56048 -3.34657 2.06278  0.114
H 3.35737 -4.62617 0.84923  0.138
H 1.51211 -4.42266 -0.87531  0.108
H -0.48306 -2.55955 -1.25786  0.090
H 2.10227 -1.13415 1.67962  0.140
H 6.22774 -2.73097 -1.73303  0.135
H 5.07182 -3.15502 -3.00556  0.130
H 7.90516 -7.25645 -0.83127  0.063
H 7.72973 -4.63692 -0.78379  0.115
H 6.24744 0.29976 3.07946  0.103
C -3.51608 -0.91584 -1.42423  0.006
C -2.97606 -1.32653 -2.43711  0.036
C -2.36759 -1.76234 -3.60217  -0.133
C -2.00744 -0.71949 -4.58222  -0.183
C -2.16109 -0.93470 -5.95441  -0.054
C -1.85767 0.06458 -6.86528  -0.094
C -1.39462 1.29587 -6.42098  -0.100
C -1.24512 1.52220 -5.05914  -0.071
C -1.55150 0.52743 -4.14585  -0.008
C -2.03422 -3.16499 -3.77420  -0.188
C -1.08632 -3.59348 -4.71637  -0.038
C -0.72918 -4.92801 -4.80890  -0.095
C -1.30210 -5.87559 -3.96904  -0.108
C -2.24349 -5.46708 -3.03023  -0.090
C -2.60517 -4.13708 -2.93435  -0.031
H -2.54648 -1.88514 -6.30340  0.113
H -1.99373 -0.11580 -7.92434  0.095
H -1.15545 2.07647 -7.13205  0.094
H -0.88437 2.47470 -4.69922  0.103
H -1.43146 0.72232 -3.08817  0.111
H -0.60947 -2.86690 -5.36001  0.106
H 0.01376 -5.22964 -5.53718  0.097
H -1.01943 -6.91775 -4.04342  0.092
H -2.69773 -6.19165 -2.36633  0.099
H -3.33634 -3.82581 -2.19876  0.110

=====

Record 3
C3H6OS2 in the gas phase in a non-equilibrium geometry, computed with ωB97M-V with the def2-TZVPD basis set.

Computed properties:
Net charge: 0
HOMO level: -9.14 eV
E_tot: -26925.5017 eV
Energy relative to the best compared isomer or geometry (same formula, charge and spin): 21.70 kcal per mole

Each line ends with the natural charge from an NBO analysis.
Cartesian coordinates (Å):
C -1.24052 -0.05701 -0.55766  -0.519
C 0.04960 0.84458 -0.50225  -0.500
C 1.23860 -0.08053 1.73717  0.213
H 0.08182 -1.94377 -1.28163  0.152
H -1.45057 -0.50731 0.44931  0.233
H -2.14912 0.53445 -0.95355  0.230
H 0.97529 0.37605 -0.84786  0.254
H -0.13078 1.72219 -1.02709  0.220
H 1.71707 -0.00965 2.73295  0.159
O 1.45808 -1.01468 0.94588  -0.569
S -0.92534 -1.24423 -1.96218  -0.067
S 0.37587 1.37991 1.26691  0.196

=====

Number 3 is which compound?
C3H6OS2

=====

The lowest net charge belongs to which entry?
C69H44Cl3N12O3PbS

=====

Which of these has the lowest energy relative to the best compared isomer or geometry (same formula, charge and spin)?
C69H44Cl3N12O3PbS